Record 1
{
  "formula": "C23H28NO4",
  "method": "ωB97M-V/def2-TZVPD",
  "homo_energy_ev": -11.08,
  "total_energy_ev": -33976.940,
  "de_lowest_kj_mol": 6.21,
  "total_charge": 1,
  "smiles": "CCOC(=O)[C@@H](C=[N+]1CCOCC1)[C@H](c1ccccc1)c1ccc(OC)cc1",
  "symbols": ["C", "C", "O", "C", "O", "C", "C", "N", "C", "C", "O", "C", "C", "C", "C", "C", "C", "C", "C", "C", "C", "C", "C", "C", "O", "C", "C", "C", "H", "H", "H", "H", "H", "H", "H", "H", "H", "H", "H", "H", "H", "H", "H", "H", "H", "H", "H", "H", "H", "H", "H", "H", "H", "H", "H", "H"],
  "xyz": [[4.0320, -0.8472, 2.2624], [3.1741, 0.3750, 2.0975], [1.8691, -0.1229, 1.6440], [0.9318, 0.8485, 1.5724], [1.0962, 1.9917, 2.0359], [-0.2918, 0.3632, 0.7976], [-1.4694, 1.0126, 1.1530], [-2.6229, 0.4756, 1.5636], [-3.7471, 1.4295, 1.7382], [-5.0122, 0.7625, 2.2337], [-5.1049, -0.6011, 1.7932], [-4.0456, -1.3962, 2.3661], [-2.6683, -0.9484, 1.8781], [0.1680, 1.0413, -0.8725], [-0.9914, 1.0349, -1.7851], [-2.0507, 1.9654, -1.6045], [-3.1861, 1.8929, -2.3950], [-3.3280, 0.8803, -3.3763], [-2.3249, -0.0768, -3.5091], [-1.1634, -0.0062, -2.7380], [1.4277, 0.4076, -1.3281], [2.6227, 1.1747, -1.4528], [3.8337, 0.5480, -1.6099], [3.8951, -0.8682, -1.6034], [5.1326, -1.4182, -1.4756], [5.2331, -2.8576, -1.5630], [2.7133, -1.6483, -1.5476], [1.4992, -0.9963, -1.4083], [5.0386, -0.5256, 2.5870], [3.5942, -1.5131, 3.0381], [4.1377, -1.4038, 1.3046], [3.0284, 0.9135, 3.0460], [3.5806, 1.0692, 1.3464], [-0.3246, -0.6778, 0.4461], [-1.4998, 2.0924, 0.9780], [-3.4465, 2.2099, 2.4592], [-3.9433, 1.9129, 0.7696], [-5.0137, 0.8352, 3.3444], [-5.8954, 1.2523, 1.8034], [-4.0345, -1.3393, 3.4730], [-4.2667, -2.4151, 2.0211], [-2.4212, -1.5223, 0.9722], [-1.9207, -1.1772, 2.6514], [0.3204, 1.9733, -0.2993], [-1.9223, 2.7741, -0.8522], [-3.9920, 2.6167, -2.2236], [-4.2782, 0.7484, -3.8928], [-2.4319, -0.9273, -4.1824], [-0.3776, -0.7603, -2.8817], [2.5343, 2.2681, -1.4308], [4.7592, 1.1192, -1.7045], [6.3056, -3.0519, -1.5107], [4.7087, -3.3291, -0.7140], [4.8124, -3.2330, -2.5121], [2.7500, -2.7340, -1.5713], [0.5762, -1.5920, -1.3318]],
  "forces_ev_per_angstrom": [[0.4, -0.5, 0.1], [-0.1, -0.1, 0.2], [-0.8, 1.5, -0.2], [1.3, 0.9, 1.1], [-1.1, -2.7, -1.5], [2.5, -1.3, -2.2], [-3.8, 0.3, 0.7], [2.8, 1.7, -0.8], [-0.2, 0.5, -0.3], [-0.4, -0.9, 0.4], [1.0, 0.3, 0.7], [-0.8, 0.5, 0.0], [-0.2, -1.0, -0.4], [-0.1, 1.0, 2.0], [-1.5, -0.8, -0.4], [0.9, -0.1, -0.1], [-0.4, -0.2, -0.4], [0.0, 0.0, 1.1], [0.1, 0.1, 0.1], [0.2, 0.7, 0.4], [0.8, -0.5, 0.6], [-1.4, -0.3, 0.0], [0.4, -0.7, -0.1], [-0.2, -0.3, 0.8], [-0.4, -0.3, -0.6], [-0.1, 0.4, 0.1], [0.6, 0.6, -0.2], [-0.1, 0.5, -0.1], [-0.4, -0.3, -0.1], [0.4, 0.3, -0.5], [-0.1, 0.4, 0.6], [0.1, -0.2, -0.4], [-0.3, -0.2, 0.2], [0.0, 0.2, 1.3], [0.0, -0.2, 0.6], [0.0, -0.3, -0.4], [0.3, -0.3, 0.2], [-0.4, -0.3, -0.5], [0.3, 0.0, 0.4], [-0.5, -0.1, -0.4], [0.3, 0.3, 0.4], [0.0, 0.4, 0.2], [-0.1, 0.1, -0.3], [0.3, 0.4, -1.6], [-0.2, -0.5, -0.8], [0.3, -0.3, -0.2], [0.3, 0.3, -0.1], [-0.1, 0.4, 0.0], [-0.5, 0.5, 0.0], [0.2, -0.5, 0.1], [-0.3, -0.2, 0.1], [-0.3, -0.1, 0.0], [0.3, 0.1, -0.3], [0.2, 0.2, 0.3], [0.0, 0.3, 0.0], [0.6, 0.2, 0.1]],
  "nbo_charge": [-0.6313, -0.0783, -0.5012, 0.8089, -0.6011, -0.4611, 0.3247, -0.2668, -0.2555, -0.0877, -0.4976, -0.0836, -0.2651, -0.0847, -0.1176, -0.1607, -0.2251, -0.1861, -0.1966, -0.1873, -0.1411, -0.1565, -0.2616, 0.3324, -0.4861, -0.2614, -0.2646, -0.1865, 0.2318, 0.2193, 0.2171, 0.2070, 0.2010, 0.2761, 0.2310, 0.2326, 0.2310, 0.1814, 0.2288, 0.1824, 0.2282, 0.2288, 0.2338, 0.2362, 0.1963, 0.2256, 0.2330, 0.2298, 0.2300, 0.2305, 0.2454, 0.2177, 0.1805, 0.1892, 0.2273, 0.2072]
}

***

Record 2
{
  "formula": "C9H11NO4S",
  "method": "ωB97M-V/def2-TZVPD",
  "homo_energy_ev": [-8.99, -8.99],
  "total_energy_ev": -30022.994,
  "de_lowest_kj_mol": 375.89,
  "symbols": ["C", "C", "C", "C", "C", "C", "C", "C", "C", "N", "O", "O", "O", "O", "S", "H", "H", "H", "H", "H", "H", "H", "H", "H", "H", "H"],
  "xyz": [[2.0060, 0.0899, 0.2194], [1.2635, 1.2765, 1.0197], [-2.1247, -0.4349, -1.8434], [-0.3433, 1.1744, -1.8971], [1.0641, -1.1232, -0.0918], [-0.6038, -0.2197, -1.5963], [-0.2167, 1.2518, 0.8043], [1.3088, -2.0846, 1.0779], [-0.9312, 1.2565, 2.1494], [-0.2037, -0.6988, -0.3072], [-2.5920, -1.1463, -0.8522], [3.1216, 0.2514, -0.2796], [1.8885, 2.0317, 1.6777], [-2.7296, 0.0262, -2.7747], [-0.9996, 2.2089, -0.4925], [0.6606, 1.4573, -1.9819], [-0.8417, 1.4742, -2.7822], [1.4158, -1.6004, -0.9443], [-0.1364, -0.9205, -2.4555], [0.8885, -1.7403, 1.9091], [2.3906, -2.0844, 1.0698], [0.9192, -3.0083, 0.7237], [-1.9990, 1.6389, 2.1661], [-0.4290, 1.7927, 2.9605], [-0.9204, 0.2154, 2.5896], [-1.8559, -1.0844, -0.0684]],
  "forces_ev_per_angstrom": [[1.7, 0.7, -2.3], [0.2, -2.1, -2.0], [0.9, 0.1, 1.1], [0.1, 2.3, 0.9], [2.6, 1.0, 2.0], [0.3, -2.9, -2.1], [-0.9, -0.5, -0.3], [1.5, -0.2, -4.5], [-1.4, -1.1, 0.8], [-3.6, 3.0, 1.6], [-0.2, -0.1, 2.1], [-2.6, -0.3, 1.7], [0.4, 1.0, 0.8], [0.1, -0.5, 0.1], [0.7, -1.2, 0.2], [1.7, 0.1, -0.2], [-0.6, 0.4, -0.8], [1.1, -0.7, -1.8], [-0.6, 1.5, 1.7], [-1.6, 1.2, 3.7], [0.3, -0.6, 0.8], [-0.3, -1.1, 0.4], [1.2, -0.7, -0.5], [0.5, 0.4, -0.6], [-0.3, 0.8, -0.7], [-1.2, -0.5, -2.3]],
  "nbo_charge": [0.4975, 0.4096, 0.7902, -0.5006, -0.1631, -0.2203, -0.0467, -0.5832, -0.6983, -0.4845, -0.6871, -0.4778, -0.4421, -0.5933, 0.3154, 0.2203, 0.2720, 0.2136, 0.2526, 0.2002, 0.2203, 0.2224, 0.2502, 0.2561, 0.2467, 0.5298]
}